one.
Entry from the OMol25 dataset: a 2-piece molecular cluster, C13H28NO3 overall (ωB97M-V with the def2-TZVPD basis set).

* M: 246.37 g/mol
* HOMO-LUMO gap: 9.559 eV
* total charge: +1
* multiplicity: 1

```
45
Properties=species:S:1:pos:R:3:lowdin_charge:R:1
C -4.325 1.740 0.136 0.009
C -3.043 2.540 0.697 -0.431
O -3.021 2.889 1.891 0.086
O -2.022 2.825 -0.258 -0.080
C -0.986 1.803 -0.020 -0.183
C -0.010 1.793 -1.316 -0.151
C 1.245 2.787 -1.152 -0.187
C 2.596 2.076 -0.674 -0.191
C 2.481 1.255 0.701 -0.177
C 3.188 -0.207 0.650 -0.132
C 2.629 -1.139 -0.515 -0.274
C 3.202 -2.644 -0.680 -0.099
C 1.938 -3.481 -1.316 -0.109
C 0.838 -2.296 -1.538 -0.109
N 1.157 -1.435 -0.348 0.045
H -5.287 2.077 0.634 0.098
H -4.384 1.809 -1.010 0.097
H -4.149 0.647 0.436 0.072
H -1.469 0.779 0.164 0.125
H -0.410 2.180 0.900 0.129
H -0.659 2.214 -2.172 0.130
H 0.286 0.742 -1.643 0.088
H 1.454 3.204 -2.207 0.122
H 0.924 3.679 -0.523 0.129
H 3.047 1.447 -1.525 0.108
H 3.359 2.920 -0.485 0.123
H 1.420 1.110 1.087 0.088
H 3.064 1.843 1.502 0.129
H 2.901 -0.707 1.651 0.128
H 4.325 -0.108 0.673 0.137
H 2.914 -0.687 -1.531 0.150
H 3.893 -2.541 -1.587 0.124
H 3.776 -3.115 0.177 0.131
H 2.160 -4.113 -2.230 0.128
H 1.570 -4.142 -0.452 0.121
H 1.208 -1.672 -2.434 0.143
H -0.246 -2.614 -1.671 0.150
H 1.113 -2.133 0.427 0.187
H 0.519 -0.673 -0.071 0.149
C -4.812 -1.981 2.469 -0.161
O -3.595 -1.742 3.164 -0.133
H -5.029 -3.048 2.495 0.082
H -5.624 -1.434 2.953 0.083
H -4.710 -1.658 1.429 0.059
H -3.426 -0.793 3.126 0.067
```



two.
Entry from the OMol25 dataset: a 2-piece molecular cluster, C13H28NO3 overall (ωB97M-V with the def2-TZVPD basis set).

* M: 246.37 g/mol
* HOMO-LUMO gap: 10.078 eV
* total charge: +1
* multiplicity: 1

```
45
Properties=species:S:1:pos:R:3:lowdin_charge:R:1
C -3.673 2.849 0.081 0.036
C -2.220 3.100 0.341 -0.521
O -1.748 3.406 1.394 0.141
O -1.412 2.837 -0.749 -0.026
C -0.497 1.772 -0.477 -0.207
C 0.104 1.290 -1.793 -0.158
C 1.461 1.892 -2.172 -0.183
C 2.690 1.102 -1.708 -0.183
C 2.821 0.830 -0.194 -0.173
C 3.179 -0.608 0.199 -0.143
C 2.213 -1.662 -0.289 -0.276
C 2.486 -3.139 0.076 -0.095
C 1.086 -3.758 0.359 -0.129
C 0.110 -2.708 -0.167 -0.094
N 0.831 -1.476 0.300 0.096
H -4.282 3.507 0.697 0.099
H -3.933 2.932 -0.969 0.092
H -3.847 1.821 0.413 0.079
H -1.052 0.968 0.033 0.121
H 0.264 2.155 0.206 0.113
H -0.626 1.553 -2.561 0.126
H 0.159 0.193 -1.818 0.101
H 1.507 1.937 -3.261 0.116
H 1.512 2.929 -1.827 0.129
H 2.740 0.173 -2.286 0.105
H 3.572 1.669 -2.009 0.116
H 1.932 1.138 0.361 0.088
H 3.624 1.459 0.191 0.122
H 3.206 -0.671 1.294 0.130
H 4.186 -0.863 -0.137 0.139
H 2.085 -1.631 -1.371 0.142
H 2.928 -3.619 -0.796 0.126
H 3.176 -3.259 0.909 0.125
H 0.942 -4.735 -0.092 0.126
H 0.935 -3.861 1.437 0.122
H 0.126 -2.685 -1.255 0.137
H -0.915 -2.747 0.191 0.140
H 0.953 -1.607 1.310 0.187
H 0.388 -0.563 0.182 0.136
C -4.852 -0.404 2.589 -0.154
O -3.501 -0.636 2.984 -0.134
H -5.400 -1.332 2.724 0.081
H -5.321 0.366 3.204 0.083
H -4.910 -0.114 1.536 0.062
H -3.027 0.199 2.922 0.061
```



Which structure is the most stable? The one labeled two.



one.
Entry from the OMol25 dataset: C4H9N3 as an isolated structure (ωB97M-V with the def2-TZVPD basis set).

* M: 99.14 g/mol
* HOMO-LUMO gap (spin up / spin down): 7.729 / 7.730 eV
* total charge: 0
* multiplicity: 1

```
16
Properties=species:S:1:pos:R:3:lowdin_charge:R:1
C 0.677 0.185 -1.321 -0.356
C -0.325 -0.554 0.937 -0.407
N 1.530 1.250 -0.794 0.017
N -0.498 0.554 -1.987 0.049
N -0.072 -1.534 1.898 0.075
C 0.761 -0.377 -0.047 -0.074
C -1.426 0.219 0.969 0.037
H -0.432 0.434 -2.986 0.068
H 2.165 1.733 -1.413 0.072
H 1.373 1.781 0.053 0.087
H -1.349 0.178 -1.585 0.059
H 0.548 -2.278 1.621 0.082
H -0.878 -1.871 2.400 0.086
H 1.708 -0.791 0.287 0.103
H -1.541 1.073 0.325 0.050
H -2.241 -0.002 1.644 0.052
```



two.
Entry from the OMol25 dataset: C4H9N3 as an isolated structure (ωB97M-V with the def2-TZVPD basis set).

* M: 99.14 g/mol
* HOMO-LUMO gap: 9.939 eV
* total charge: 0
* multiplicity: 1

```
16
Properties=species:S:1:pos:R:3:lowdin_charge:R:1
C -2.298 -0.035 -0.566 -0.050
C 2.446 -0.043 0.299 -0.056
N -0.053 0.270 0.509 0.031
C -1.456 0.448 0.583 -0.477
C 0.605 -0.356 -0.447 -0.384
N -1.995 1.011 1.588 0.118
N 0.532 -1.029 -1.471 0.181
H 1.246 0.320 0.831 0.123
H -1.285 1.276 2.272 0.045
H 1.316 -1.290 -2.043 0.079
H -2.187 -1.112 -0.702 0.075
H -1.985 0.435 -1.501 0.077
H -3.339 0.206 -0.364 0.073
H 2.796 0.504 1.193 0.065
H 2.789 -1.071 0.385 0.049
H 2.870 0.465 -0.564 0.049
```



Which structure is the most stable? The one labeled one.



one.
Entry from the OMol25 dataset: C4H9N3 as an isolated structure (ωB97M-V with the def2-TZVPD basis set).

* M: 99.14 g/mol
* HOMO-LUMO gap: 8.594 eV
* total charge: 0
* multiplicity: 1

```
16
Properties=species:S:1:pos:R:3:lowdin_charge:R:1
C -0.367 0.477 0.147 -0.460
C -1.061 0.026 -1.115 -0.077
C 0.692 1.545 -0.028 -0.082
C -0.089 -0.542 1.094 -0.328
N 1.393 -1.289 0.295 -0.009
N 1.197 -2.030 -0.654 -0.014
N -0.495 -1.135 2.103 0.163
H -1.296 0.985 1.020 0.206
H 2.061 -2.544 -0.946 0.061
H -1.234 -0.659 2.621 0.064
H -1.875 -0.667 -0.894 0.086
H -1.462 0.888 -1.653 0.083
H -0.342 -0.497 -1.758 0.063
H 1.227 1.742 0.903 0.084
H 1.424 1.225 -0.773 0.078
H 0.228 2.476 -0.363 0.082
```



two.
Entry from the OMol25 dataset: one molecule with the formula C4H9N3 (ωB97M-V with the def2-TZVPD basis set).

* M: 99.14 g/mol
* HOMO-LUMO gap: 9.924 eV
* total charge: 0
* multiplicity: 1
* SMILES: [H]/N=C(CC)/N=C/N

```
16
Properties=species:S:1:pos:R:3:lowdin_charge:R:1
H 1.100 2.532 -0.284 0.042
N 0.260 2.000 -0.499 0.132
C 0.205 0.874 0.070 -0.451
C 1.425 -0.082 0.662 -0.183
C 2.061 -0.882 -0.462 -0.129
N -0.804 -0.015 -0.133 0.058
C -2.025 0.283 0.086 -0.263
N -3.002 -0.646 -0.017 0.098
H 2.133 0.617 1.108 0.085
H 1.036 -0.737 1.442 0.089
H 2.406 -0.220 -1.254 0.071
H 1.337 -1.573 -0.888 0.064
H 2.912 -1.454 -0.089 0.067
H -2.349 1.285 0.376 0.131
H -2.751 -1.557 -0.362 0.100
H -3.946 -0.425 0.245 0.090
```



Which structure is the most stable? The one labeled two.